{"formula": "C6H10O", "method": "ωB97M-V with the def2-TZVPD basis set", "e_above_lowest_kcal_mol": 71.2, "gap_ev": 8.319, "total_energy_ha": -309.7290, "symbols": ["C", "C", "C", "C", "C", "C", "O", "H", "H", "H", "H", "H", "H", "H", "H", "H", "H"], "coordinates": [[-1.2942, 1.6492, 0.3695], [-0.4887, 0.5170, -0.2184], [1.5108, 0.4568, 0.0978], [1.2355, -0.5625, -0.8413], [0.4013, -1.6814, -0.2810], [-0.6277, -0.8448, 0.4988], [-0.3934, 0.4469, -1.5038], [-2.3532, 1.3602, 0.3072], [-1.1537, 2.5611, -0.2139], [-1.0522, 1.8326, 1.4207], [1.6608, 0.1574, 1.1335], [2.0834, 1.3215, -0.2280], [1.6670, -0.6193, -1.8372], [0.9949, -2.3404, 0.3626], [-0.0537, -2.2766, -1.0741], [-1.6583, -1.2058, 0.3873], [-0.4061, -0.7748, 1.5679]], "atomic_forces_ev_per_a": [[0.1, 0.1, 0.0], [-0.4, 0.0, 0.1], [0.2, -0.1, -0.1], [0.2, 0.0, 0.2], [0.0, 0.0, -0.1], [0.0, 0.0, 0.0], [-0.1, 0.0, 0.0], [0.2, 0.0, 0.0], [0.0, -0.1, 0.1], [0.0, -0.1, -0.1], [-0.1, 0.1, -0.1], [-0.1, -0.1, 0.0], [-0.1, 0.0, 0.1], [-0.1, 0.1, -0.1], [0.1, 0.1, 0.1], [0.1, 0.1, 0.0], [0.0, 0.0, -0.2]], "lowdin_charge": [-0.01, -0.54, -0.03, -0.10, -0.15, -0.13, -0.07, 0.09, 0.08, 0.09, 0.09, 0.08, 0.13, 0.12, 0.12, 0.12, 0.11]}

---

{"formula": "C10H9NO2", "method": "ωB97M-V with the def2-TZVPD basis set", "e_above_lowest_kcal_mol": 35.3, "gap_ev": 10.098, "total_energy_ha": -591.6523, "symbols": ["C", "C", "C", "C", "C", "C", "C", "C", "C", "C", "N", "O", "O", "H", "H", "H", "H", "H", "H", "H", "H", "H"], "coordinates": [[-2.6557, -0.2786, 1.0712], [-1.8883, -1.4434, 0.8701], [-2.0838, 0.9752, 0.7957], [-0.5611, -1.3658, 0.5256], [-0.8056, 0.9931, 0.1998], [-0.0038, -0.1025, 0.2206], [2.4463, -1.0159, 0.4138], [2.2112, 0.9912, 0.7143], [1.4703, 0.1133, -0.2147], [1.4407, 0.4271, -1.7377], [3.0675, -0.0331, 1.1660], [2.5584, -2.2114, 0.3419], [2.1793, 2.1348, 1.0888], [-3.6914, -0.5268, 1.4421], [-2.2458, -2.3422, 1.0486], [-2.4253, 1.9720, 0.8985], [0.1739, -2.1024, 0.4493], [-0.3474, 2.0106, -0.0571], [0.5080, 0.4858, -2.1995], [1.8792, -0.3068, -2.2350], [2.0540, 1.2894, -1.7797], [3.5880, -0.2609, 1.9934]], "atomic_forces_ev_per_a": [[-0.6, -0.5, 0.2], [1.8, 4.2, -0.5], [1.0, -1.4, -1.2], [0.8, 2.7, -0.4], [0.0, 2.5, 1.1], [0.7, -1.0, -0.2], [-1.1, 0.1, -1.3], [1.0, 2.1, 1.8], [-2.1, -2.6, -0.9], [0.5, 1.8, 3.5], [-0.2, -1.3, -0.3], [0.1, 1.0, 0.2], [-0.2, -0.7, -0.6], [1.1, 1.1, -0.4], [-2.1, -4.1, 0.9], [-1.4, 0.4, 0.4], [0.3, -1.9, 0.1], [-0.8, -1.5, 0.3], [-1.7, 0.8, -0.1], [2.4, -3.4, -2.1], [0.3, 1.2, -1.0], [0.4, 0.7, 0.4]], "lowdin_charge": [-0.06, -0.07, -0.05, 0.00, -0.06, -0.17, -0.35, -0.40, -0.22, 0.04, 0.22, 0.11, 0.13, 0.12, 0.05, 0.09, 0.09, 0.15, 0.08, 0.04, 0.09, 0.16]}

---

{"formula": "C2H4P2S2", "method": "ωB97M-V with the def2-TZVPD basis set", "e_above_lowest_kcal_mol": 23.4, "gap_ev": 7.867, "total_energy_ha": -1557.6497, "symbols": ["C", "C", "P", "P", "S", "S", "H", "H", "H", "H"], "coordinates": [[-0.3779, -0.1605, -1.2666], [-0.0636, 0.2999, 1.3395], [-0.4180, 1.3596, -0.2005], [-0.9588, -1.4554, 0.0062], [-2.5070, 1.2517, -0.0211], [-2.8975, -0.8457, 0.1501], [-0.8754, -0.1460, -2.2775], [0.6835, -0.4327, -1.5748], [0.8120, 0.1076, 1.8579], [-0.9179, 0.1933, 2.0819]], "atomic_forces_ev_per_a": [[1.4, -0.8, -1.3], [-4.6, -2.2, -1.7], [-0.4, -1.3, 0.8], [2.0, 1.9, 0.7], [-0.5, 0.8, -0.1], [0.0, 0.4, 0.1], [-0.1, 0.2, 1.2], [-0.9, 0.3, 0.8], [2.1, -0.2, 0.2], [1.0, 0.9, -0.9]], "lowdin_charge": [-0.76, -0.41, 0.50, 0.49, 0.07, 0.05, 0.05, 0.04, -0.04, 0.00]}

---

What did the second record say?
{"formula": "C10H9NO2", "method": "ωB97M-V with the def2-TZVPD basis set", "e_above_lowest_kcal_mol": 35.3, "gap_ev": 10.098, "total_energy_ha": -591.6523, "symbols": ["C", "C", "C", "C", "C", "C", "C", "C", "C", "C", "N", "O", "O", "H", "H", "H", "H", "H", "H", "H", "H", "H"], "coordinates": [[-2.6557, -0.2786, 1.0712], [-1.8883, -1.4434, 0.8701], [-2.0838, 0.9752, 0.7957], [-0.5611, -1.3658, 0.5256], [-0.8056, 0.9931, 0.1998], [-0.0038, -0.1025, 0.2206], [2.4463, -1.0159, 0.4138], [2.2112, 0.9912, 0.7143], [1.4703, 0.1133, -0.2147], [1.4407, 0.4271, -1.7377], [3.0675, -0.0331, 1.1660], [2.5584, -2.2114, 0.3419], [2.1793, 2.1348, 1.0888], [-3.6914, -0.5268, 1.4421], [-2.2458, -2.3422, 1.0486], [-2.4253, 1.9720, 0.8985], [0.1739, -2.1024, 0.4493], [-0.3474, 2.0106, -0.0571], [0.5080, 0.4858, -2.1995], [1.8792, -0.3068, -2.2350], [2.0540, 1.2894, -1.7797], [3.5880, -0.2609, 1.9934]], "atomic_forces_ev_per_a": [[-0.6, -0.5, 0.2], [1.8, 4.2, -0.5], [1.0, -1.4, -1.2], [0.8, 2.7, -0.4], [0.0, 2.5, 1.1], [0.7, -1.0, -0.2], [-1.1, 0.1, -1.3], [1.0, 2.1, 1.8], [-2.1, -2.6, -0.9], [0.5, 1.8, 3.5], [-0.2, -1.3, -0.3], [0.1, 1.0, 0.2], [-0.2, -0.7, -0.6], [1.1, 1.1, -0.4], [-2.1, -4.1, 0.9], [-1.4, 0.4, 0.4], [0.3, -1.9, 0.1], [-0.8, -1.5, 0.3], [-1.7, 0.8, -0.1], [2.4, -3.4, -2.1], [0.3, 1.2, -1.0], [0.4, 0.7, 0.4]], "lowdin_charge": [-0.06, -0.07, -0.05, 0.00, -0.06, -0.17, -0.35, -0.40, -0.22, 0.04, 0.22, 0.11, 0.13, 0.12, 0.05, 0.09, 0.09, 0.15, 0.08, 0.04, 0.09, 0.16]}